[1]
C5H12N2 | ωB97M-V/def2-TZVPD

Last column: Mulliken charge in e.
Positions of all 19 atoms, in Å:
1 C 0.88283 -1.82506 -0.00332  -1.1276
2 C -2.59190 0.05727 0.10873  -1.0684
3 C 1.82174 0.40997 -1.02111  -1.4650
4 N -1.20893 -0.38334 0.04529  -0.3842
5 C -0.25529 0.41759 0.39562  0.4046
6 N -0.41644 1.64599 0.97861  -0.4417
7 C 1.13617 -0.12401 0.22700  0.2490
8 H 0.38728 2.25744 1.00397  0.2335
9 H -1.33595 2.06488 0.98376  0.2196
10 H 1.72951 0.09505 1.12154  0.3979
11 H -3.23590 -0.76836 -0.20760  0.2832
12 H 1.41162 -2.04414 -0.93386  0.2859
13 H -0.06153 -2.36644 -0.05623  0.3539
14 H 1.40562 -2.30022 0.82837  0.2954
15 H -2.88297 0.32456 1.13176  0.3526
16 H -2.78484 0.90671 -0.55575  0.3206
17 H 2.78322 -0.09223 -1.18088  0.3956
18 H 2.00682 1.48842 -0.95459  0.3205
19 H 1.20893 0.23594 -1.91132  0.3746

Force components x, y, z for each atom (eV/Å):
C 2.2 1.4 0.6
C 0.3 -0.1 0.2
C 0.2 0.2 -0.1
N 0.1 1.3 0.0
C -1.4 -1.3 -0.2
N 0.2 0.3 -0.1
C -1.5 -2.9 -0.7
H -0.3 0.0 0.1
H 0.3 0.0 -0.1
H 0.0 -0.4 -0.1
H 0.1 0.2 0.0
H 0.2 -0.1 0.2
H -0.2 1.2 0.1
H 0.4 -0.1 -0.1
H -0.1 0.1 0.0
H -0.1 0.1 0.0
H -0.1 0.1 0.1
H 0.0 -0.1 0.0
H 0.0 0.0 0.2

Values from the calculation:
Kohn-Sham gap (Eh): 0.3564
Energy (hartree): -307.18297
Net charge: 0
E_HOMO (eV): -8.75

[2]
C43H50F12N2O31Si | ωB97M-V/def2-TZVPD

Last column: Mulliken charge in e.
Positions of all 139 atoms, in Å:
1 C -0.99147 0.59963 0.67226  -0.7580
2 C -2.38476 0.13779 1.11231  -0.7168
3 C -3.29927 -0.22648 -0.05119  -0.4246
4 O -4.58760 0.36656 0.14626  -0.3761
5 C -5.30711 0.75820 -1.02829  -0.7204
6 Si -4.90906 2.55032 -1.49708  0.2147
7 F -4.29023 2.50762 -2.95604  -0.2425
8 C -3.66403 3.22577 -0.31537  -0.4303
9 C -3.49627 4.74802 -0.14249  -0.7625
10 C -3.47140 5.61241 -1.39936  -0.9193
11 N -2.61235 5.20281 -2.50367  0.0147
12 C -1.30589 5.87540 -2.64549  -1.4919
13 C -0.18723 4.99161 -2.15786  0.4191
14 C 0.34069 4.04014 -3.03109  -0.5123
15 C 1.32196 3.14920 -2.62191  -0.8121
16 C 1.78672 3.21623 -1.31683  -0.5675
17 C 1.31359 4.18044 -0.42981  -1.1649
18 C 0.32377 5.06942 -0.85726  1.2666
19 O -0.17949 6.04378 -0.02026  -0.4682
20 N -6.37548 3.60950 -1.53762  0.1830
21 C -7.07649 3.73616 -0.31876  0.4505
22 O -7.15060 4.68925 0.35283  -0.4314
23 F -7.67612 2.59194 0.02128  -0.2178
24 C -7.20727 3.28681 -2.61287  0.5992
25 O -7.13744 2.33854 -3.30373  -0.4073
26 F -8.12814 4.23299 -2.79318  -0.2438
27 H -0.33504 -0.23255 0.47196  -0.0916
28 H -0.52890 1.17464 1.47263  0.3772
29 H -1.04288 1.24758 -0.19745  0.1880
30 H -2.23790 -0.73549 1.73892  0.4971
31 H -2.84647 0.92194 1.70400  0.4346
32 H -2.84714 0.06104 -1.00327  0.4431
33 H -3.43311 -1.30323 -0.05896  0.2903
34 H -6.35868 0.62642 -0.78733  0.3738
35 H -5.07089 0.09117 -1.85940  0.3685
36 H -3.87899 2.79133 0.65633  0.7446
37 H -2.72360 2.80095 -0.66149  0.0133
38 H -4.33972 5.10372 0.45008  0.3731
39 H -2.61381 4.91178 0.47212  0.3980
40 H -4.48941 5.73010 -1.77336  0.3660
41 H -3.17251 6.60885 -1.07887  0.3173
42 H -2.41477 4.21329 -2.47498  0.2164
43 H -1.29475 6.84669 -2.17197  0.5449
44 H -1.12754 6.00474 -3.71147  0.4846
45 H -0.04322 3.98559 -4.03980  0.4229
46 H 1.70744 2.41804 -3.30869  0.4960
47 H 2.52194 2.50792 -0.98598  0.6628
48 H 1.67851 4.24724 0.58622  0.3494
49 H 0.04090 5.81082 0.88633  0.2390
50 C 3.29544 -2.97118 -1.29256  -0.3992
51 C 2.16096 -3.60275 -0.51135  0.7077
52 O 1.32732 -2.49314 -0.24749  -0.3343
53 C 1.51180 -1.58970 -1.24570  0.7529
54 O 0.77918 -0.68156 -1.45646  -0.5171
55 O 2.62657 -1.88459 -1.94791  -0.3130
56 F 2.58907 -4.13800 0.66258  -0.3272
57 H 4.06088 -2.57796 -0.62366  0.2193
58 H 3.75054 -3.63854 -2.01931  0.2785
59 H 1.58844 -4.35229 -1.05034  -0.0549
60 C -6.19674 -4.73233 0.90690  -0.5141
61 C -6.58865 -3.26782 0.92222  0.3366
62 O -5.44327 -2.66078 1.48473  -0.2889
63 C -4.36702 -3.43549 1.18836  0.6100
64 O -3.23971 -3.09127 1.28413  -0.4183
65 O -4.77571 -4.65512 0.75123  -0.2196
66 F -7.66078 -3.03274 1.71375  -0.3006
67 H -6.43574 -5.21016 1.85763  0.2676
68 H -6.64322 -5.29545 0.09237  0.2841
69 H -6.77573 -2.83435 -0.06179  0.2959
70 C -0.29258 10.13672 -0.11654  -0.3776
71 C 0.72769 9.37789 -0.93828  0.4078
72 O 1.51444 10.42433 -1.47675  -0.3266
73 C 1.45847 11.47826 -0.61279  0.5531
74 O 2.18871 12.40750 -0.62878  -0.4866
75 O 0.44796 11.29733 0.27334  -0.3376
76 F 0.15617 8.67498 -1.94029  -0.3058
77 H -1.14525 10.43331 -0.72856  0.2880
78 H -0.64107 9.59064 0.75502  0.2391
79 H 1.36568 8.70690 -0.36125  0.2953
80 C 6.42349 2.38834 0.55825  -0.5453
81 C 6.52551 2.77483 -0.90151  0.3074
82 O 5.82718 1.71168 -1.53515  -0.3321
83 C 4.91096 1.23669 -0.64985  0.6906
84 O 4.00195 0.52898 -0.93744  -0.5680
85 O 5.16933 1.68884 0.59118  -0.2065
86 F 7.80648 2.79272 -1.34147  -0.3050
87 H 7.22049 1.71537 0.86017  0.4010
88 H 6.40568 3.24401 1.22668  0.3394
89 H 6.05273 3.72106 -1.17035  0.2907
90 C -1.10179 -8.00713 -0.16231  0.1126
91 C -1.38092 -6.55956 0.18653  0.2528
92 O -0.22961 -5.90700 -0.33609  -0.1976
93 C 0.23600 -6.65055 -1.36613  0.6032
94 O 1.02493 -6.25544 -2.16743  -0.5615
95 O -0.31671 -7.87471 -1.36203  -0.3993
96 F -1.45036 -6.35488 1.51734  -0.2914
97 H -0.50434 -8.49202 0.60944  0.2871
98 H -1.99561 -8.59251 -0.34352  -0.2403
99 H -2.27068 -6.13656 -0.28203  0.3627
100 C -6.16056 -10.67711 -1.40356  -0.4483
101 C -5.66034 -9.24875 -1.47394  0.2770
102 O -4.51073 -9.29696 -0.64683  -0.2619
103 C -4.02278 -10.57417 -0.68394  0.6373
104 O -2.94412 -10.88781 -0.31141  -0.4900
105 O -4.94224 -11.40602 -1.21375  -0.3411
106 F -6.54512 -8.36215 -0.95929  -0.2731
107 H -6.81170 -10.82265 -0.54115  0.2924
108 H -6.66867 -11.00572 -2.30488  0.2911
109 H -5.37024 -8.91676 -2.47180  0.2971
110 C 5.44209 -1.38194 4.47708  -0.4660
111 C 5.45509 -0.14593 5.35205  0.3068
112 O 6.51376 0.61063 4.78249  -0.2607
113 C 6.59549 0.27445 3.47257  0.6311
114 O 7.18796 0.89547 2.65006  -0.5723
115 O 5.90199 -0.85248 3.22627  -0.3210
116 F 5.75977 -0.43240 6.64099  -0.3247
117 H 6.14739 -2.13092 4.83902  0.2900
118 H 4.45908 -1.82929 4.36833  0.2935
119 H 4.54080 0.44474 5.32661  0.3640
120 C 6.74191 4.43564 7.78634  -0.4390
121 C 6.82355 4.83203 6.32640  0.3006
122 O 6.10311 3.78822 5.69589  -0.2292
123 C 5.19719 3.30786 6.58924  0.6817
124 O 4.28005 2.60984 6.31169  -0.5256
125 O 5.48712 3.74674 7.83289  -0.3351
126 F 8.09404 4.84612 5.86441  -0.2781
127 H 7.54628 3.74874 8.05099  0.2884
128 H 6.74246 5.28022 8.46868  0.2726
129 H 6.35206 5.78671 6.08760  0.2743
130 C 3.78650 -8.57591 -4.03427  -0.4308
131 C 3.90593 -7.18941 -3.44170  0.6433
132 O 4.55265 -6.47437 -4.48028  -0.3364
133 C 4.21886 -7.06749 -5.66255  0.6110
134 O 4.37750 -6.58729 -6.73085  -0.4977
135 O 3.67304 -8.28745 -5.43119  -0.3238
136 F 4.69118 -7.17540 -2.33239  -0.3043
137 H 4.68942 -9.16097 -3.85350  0.2929
138 H 2.91851 -9.12406 -3.67956  0.2742
139 H 2.95466 -6.71538 -3.20980  0.1361

Force components x, y, z for each atom (eV/Å):
C -0.3 0.2 0.5
C 0.6 0.0 -0.3
C -0.2 0.0 0.2
O -0.1 0.3 -0.1
C 0.3 -0.1 0.3
Si 0.4 -0.7 0.6
F 0.0 0.4 -0.5
C -0.3 0.7 -0.3
C -0.3 -0.2 0.2
C 0.1 0.1 0.0
N 0.3 0.3 0.2
C -0.1 -0.8 -0.2
C 0.3 0.3 0.2
C 0.1 0.0 0.4
C -0.2 0.3 0.2
C 0.0 0.2 0.1
C -0.5 0.2 -0.5
C 0.2 -0.4 -0.2
O -0.1 0.0 -0.1
N 0.1 -0.9 -0.3
C 0.3 0.6 -0.5
O 0.0 0.6 0.7
F -0.3 -0.4 0.1
C 0.0 0.5 0.5
O 0.1 -0.6 -0.7
F -0.3 0.1 0.0
H 0.0 -0.1 -0.3
H 0.1 0.1 0.1
H 0.1 0.0 -0.2
H -0.3 -0.1 0.3
H -0.3 0.0 0.1
H -0.1 0.3 -0.1
H 0.0 -0.2 -0.3
H -0.2 0.0 -0.1
H -0.1 0.0 -0.2
H 0.1 -0.2 0.2
H 0.2 -0.3 0.0
H -0.1 0.1 0.1
H 0.2 0.1 -0.1
H -0.2 -0.2 0.0
H 0.1 0.2 -0.1
H -0.3 -0.2 -0.1
H -0.2 0.1 0.1
H 0.0 0.3 -0.1
H -0.1 0.1 -0.1
H 0.1 -0.2 -0.1
H 0.2 -0.2 0.1
H 0.1 -0.1 0.1
H 0.1 0.0 0.0
C 0.0 0.0 -0.1
C 0.2 0.1 0.1
O -0.2 -0.2 0.0
C 0.1 0.3 -0.1
O 0.2 -0.1 -0.3
O -0.1 -0.2 0.0
F 0.0 0.1 0.1
H 0.0 0.0 0.1
H -0.1 0.1 -0.1
H 0.1 -0.1 0.0
C -0.1 -0.1 -0.1
C 0.0 -0.1 0.2
O 0.0 0.1 -0.2
C 0.0 0.0 0.2
O 0.1 -0.3 0.1
O -0.1 0.0 0.0
F 0.1 0.0 0.0
H -0.1 0.1 0.0
H 0.2 0.0 -0.1
H -0.1 0.0 0.0
C -0.1 0.0 0.1
C -0.1 0.1 0.0
O 0.2 -0.1 0.2
C -0.1 0.0 -0.1
O 0.0 0.0 0.0
O 0.0 -0.1 0.0
F 0.0 0.1 -0.1
H 0.0 -0.1 -0.1
H 0.1 0.1 0.1
H 0.0 -0.1 -0.1
C 0.1 0.4 -0.2
C 0.0 -0.3 0.0
O -0.1 0.3 0.0
C 0.0 -0.2 0.0
O 0.1 -0.1 0.0
O 0.1 0.2 0.1
F 0.0 -0.1 0.0
H 0.0 0.1 -0.3
H -0.2 -0.1 0.1
H 0.1 0.0 0.0
C -0.1 -0.1 0.0
C 0.1 -0.1 0.1
O -0.2 0.1 -0.2
C 0.0 0.0 0.1
O 0.0 -0.1 0.0
O -0.1 0.0 0.1
F 0.1 0.0 0.0
H 0.0 0.1 0.1
H 0.1 0.0 -0.2
H 0.0 0.1 0.1
C -0.1 -0.1 -0.1
C 0.0 -0.1 0.2
O 0.1 0.1 -0.3
C -0.1 -0.1 0.1
O 0.0 0.1 0.0
O -0.1 0.0 0.0
F 0.0 0.0 0.1
H 0.0 0.1 0.0
H 0.2 -0.1 -0.1
H -0.1 0.1 0.0
C -0.1 -0.1 0.0
C 0.1 -0.2 0.1
O -0.2 0.1 0.0
C 0.1 0.0 -0.1
O 0.2 -0.3 0.6
O -0.1 -0.1 0.1
F 0.1 0.0 0.0
H 0.0 0.1 0.1
H 0.0 0.1 -0.2
H 0.0 0.0 0.1
C 0.0 0.1 0.1
C 0.1 -0.2 0.0
O -0.2 0.2 0.0
C 0.1 -0.1 0.0
O 0.0 -0.1 0.0
O 0.1 0.1 0.0
F 0.0 -0.1 0.0
H 0.1 0.0 -0.1
H -0.2 0.0 0.0
H 0.1 0.0 0.0
C -0.1 -0.1 0.0
C 0.2 0.0 0.0
O -0.2 0.1 0.0
C 0.1 -0.1 0.0
O 0.1 0.0 0.0
O 0.0 0.0 0.1
F 0.0 0.0 -0.1
H 0.1 0.1 0.1
H -0.1 0.0 -0.2
H 0.0 0.0 0.1

Values from the calculation:
Kohn-Sham gap (Eh): 0.2986
Energy (hartree): -5598.60449
Net charge: 0
E_HOMO (eV): -8.15

[3]
C9H9NO5SeY | ωB97M-V/def2-TZVPD

Last column: Mulliken charge in e.
Positions of all 26 atoms, in Å:
1 Y -0.43869 -0.08090 0.87691  1.4630
2 O -1.60571 0.29547 -3.30058  -0.3764
3 C -0.96380 0.17242 -2.18007  0.5204
4 O -1.48163 0.38149 -1.07852  -0.6420
5 C 0.47760 -0.22913 -2.32945  -0.3264
6 O 1.00170 -0.41384 -1.03108  -0.3310
7 C 2.37915 -0.00149 -0.80987  -0.4185
8 C 2.35836 1.09262 0.26857  0.5841
9 O 3.13683 1.98818 0.33489  -0.5044
10 O 1.32101 0.89354 1.08848  -0.7042
11 H -2.52759 0.56644 -3.14348  0.4065
12 H 0.53369 -1.14414 -2.92613  0.3637
13 H 0.99228 0.56858 -2.87451  0.4710
14 H 2.93022 -0.87221 -0.45647  0.3195
15 H 2.81657 0.37060 -1.73373  0.3704
16 Se -0.00980 -2.67360 1.01907  -0.2808
17 C -1.14495 -2.94330 2.53601  0.9582
18 C -1.49557 -4.23414 2.91333  -0.4925
19 C -2.29038 -4.41762 4.03612  -0.3143
20 N -2.75702 -3.43090 4.79494  -0.5028
21 C -2.43180 -2.19720 4.43381  -0.6716
22 C -1.63672 -1.91351 3.33380  0.2243
23 H -1.15588 -5.09424 2.35369  0.3769
24 H -2.56509 -5.42257 4.33443  0.3519
25 H -2.80469 -1.39106 5.05569  0.3351
26 H -1.44031 -0.84840 3.16304  -0.1802

Force components x, y, z for each atom (eV/Å):
Y 0.0 -0.3 0.2
O 0.1 0.0 0.1
C -0.1 0.1 -0.1
O 0.0 0.0 -0.2
C 0.0 0.0 0.0
O -0.1 0.1 -0.2
C 0.0 0.2 0.1
C -0.4 -0.2 0.1
O 0.2 -0.1 -0.1
O 0.4 0.5 0.2
H 0.0 0.0 -0.1
H 0.0 0.0 0.0
H 0.0 0.0 0.0
H 0.0 0.0 0.0
H 0.0 0.0 0.0
Se 0.0 -0.3 -0.1
C -0.1 -0.1 0.2
C 0.0 0.0 0.0
C 0.0 -0.1 0.0
N 0.0 0.1 0.0
C 0.0 0.0 0.1
C -0.1 0.1 -0.1
H 0.0 0.0 0.0
H 0.0 0.0 0.0
H 0.0 0.0 0.0
H 0.2 0.0 0.0

Values from the calculation:
Kohn-Sham gap (Eh): 0.2744
Energy (hartree): -3218.94295
Net charge: +1
E_HOMO (eV): -11.74

[4]
C4H5NO | ωB97M-V/def2-TZVPD

Last column: Mulliken charge in e.
Positions of all 11 atoms, in Å:
1 O -1.84264 1.29965 0.11636  -0.4690
2 C -1.67691 0.11889 -0.07861  0.0352
3 C -0.31629 -0.53664 -0.11528  -0.5053
4 C 0.78544 0.47710 0.16675  -0.4023
5 C 2.50837 -0.49730 -0.44191  -0.0428
6 N 2.11662 -0.19775 0.64789  -0.2894
7 H -2.54054 -0.55984 -0.24219  0.3419
8 H -0.19903 -1.03688 -1.09006  0.3259
9 H -0.29000 -1.33900 0.63154  0.3240
10 H 0.56892 1.06631 1.04328  0.3381
11 H 0.90602 1.17140 -0.67570  0.3437

Force components x, y, z for each atom (eV/Å):
O 0.0 -0.5 -0.1
C 0.0 0.3 0.1
C 0.1 0.1 0.1
C -0.5 0.3 0.3
C 0.8 -0.2 0.5
N -0.3 -0.2 -1.5
H 0.1 0.1 0.0
H 0.1 0.2 0.2
H -0.1 0.1 -0.1
H -0.4 0.2 0.0
H 0.2 -0.3 0.3

Values from the calculation:
Kohn-Sham gap (Eh): 0.4057
Energy (hartree): -285.31532
Net charge: 0
E_HOMO (eV): -10.42

[5]
C4H7FS | ωB97M-V/def2-TZVPD

Last column: Mulliken charge in e.
Positions of all 13 atoms, in Å:
1 C -0.57837 1.64053 -0.34828  -1.2577
2 C 0.18440 0.32791 -0.40911  0.0028
3 C -0.40472 -0.90655 0.23031  -0.1883
4 C 0.79308 -0.35180 0.77805  0.0350
5 H 0.05812 2.56407 -0.55733  0.3165
6 H -0.95089 1.93326 0.63258  0.2941
7 H -1.39736 1.53593 -1.09989  0.2876
8 H 0.61112 0.09017 -1.38400  0.3470
9 H -1.26709 -0.86807 0.95510  0.2802
10 H 0.82409 -2.73913 -0.48362  0.1382
11 H 0.58127 0.08863 1.78268  0.2855
12 F 2.00965 -0.89002 0.63220  -0.2968
13 S -0.46329 -2.42494 -0.72869  -0.2444

Force components x, y, z for each atom (eV/Å):
C 0.7 1.1 -0.8
C -0.8 0.8 0.7
C -2.6 -1.7 -0.2
C 0.3 2.2 1.1
H -0.6 -1.3 -0.4
H -0.4 -0.7 0.1
H 0.4 0.6 0.7
H 0.2 0.0 0.4
H 0.8 0.3 -1.1
H -0.2 -0.1 -0.1
H 0.9 -0.2 -0.8
F 0.9 -0.8 0.2
S 0.5 0.0 0.2

Values from the calculation:
Kohn-Sham gap (Eh): 0.3637
Energy (hartree): -654.60534
Net charge: 0
E_HOMO (eV): -8.93

[6]
CH5O2 | ωB97M-V/def2-TZVPD

Last column: Mulliken charge in e.
Positions of all 8 atoms, in Å:
1 C 0.60570 0.53199 -1.17504  -0.4889
2 O 0.63293 -0.60513 -0.43925  -0.3968
3 H 0.87618 1.46295 -0.68210  0.2741
4 H -0.33995 0.65305 -1.73688  0.2795
5 H 1.30461 0.36793 -2.01325  0.2799
6 H -1.82373 -0.17842 1.08766  0.3003
7 H -0.34342 -0.28609 0.83363  0.3909
8 O -0.98035 -0.06002 1.54318  -0.6390

Force components x, y, z for each atom (eV/Å):
C 0.3 0.1 -1.0
O 0.0 0.0 -0.3
H -0.1 0.0 0.4
H 0.0 -0.2 0.3
H 0.1 0.0 0.0
H -0.1 0.1 0.3
H 0.0 0.0 0.9
O -0.3 0.0 -0.6

Values from the calculation:
Kohn-Sham gap (alpha / beta) (Eh): 0.4375 / 0.3189
Energy (hartree): -191.47949
Net charge: 0
E_HOMO (alpha / beta) (eV): -11.08 / -11.00
Spin multiplicity: 2
<S²>: 0.75